165
Properties=species:S:1:pos:R:3 method="wB97M-V/def2-TZVPD" s_squared=8.753 relative_energy_kcal_mol=130.0 total_charge=+1 spin_multiplicity=6
Mn -3.641 -0.378 2.434
C 0.254 -1.042 1.164
C -0.627 0.025 0.595
C -0.697 -0.005 -0.922
O -1.892 0.113 1.139
H 1.265 -0.957 0.766
H -0.202 -2.030 1.093
H 0.313 -0.731 2.207
H -0.221 1.009 0.827
H -1.283 -0.826 -1.336
H 0.307 0.016 -1.348
H -1.195 0.890 -1.294
C 2.070 -4.762 7.841
C 2.789 -3.574 7.079
C 3.089 -3.948 5.643
O 1.873 -3.945 4.805
C 2.188 -3.899 3.431
N 2.021 -2.354 7.131
H 0.993 -4.751 7.672
H 1.990 -4.625 8.919
H 2.489 -5.742 7.614
H 3.658 -3.641 7.733
H 3.577 -4.921 5.710
H 3.780 -3.296 5.110
H 1.256 -3.894 2.865
H 2.734 -4.759 3.044
H 2.793 -3.006 3.277
H 1.889 -2.195 8.120
H 1.146 -2.589 6.685
C 3.344 -2.379 -0.623
C 3.281 -3.423 -1.714
C 2.108 -3.213 -2.711
O 0.932 -3.561 -2.034
C -0.283 -3.231 -2.632
N 4.539 -3.435 -2.482
H 4.294 -1.994 -0.251
H 2.852 -2.890 0.205
H 2.714 -1.515 -0.831
H 3.155 -4.449 -1.367
H 2.194 -3.946 -3.513
H 2.152 -2.224 -3.166
H -0.188 -2.205 -2.988
H -1.100 -3.191 -1.911
H -0.595 -3.880 -3.450
H 4.715 -2.612 -3.040
H 4.418 -4.116 -3.219
C -0.835 -1.966 5.224
C -2.029 -1.348 4.618
C -1.914 0.178 4.593
O -2.980 0.847 3.968
C -3.090 2.235 4.199
N -2.110 -1.809 3.231
H -1.082 -3.008 5.426
H -0.512 -1.355 6.067
H 0.040 -1.949 4.575
H -2.968 -1.575 5.123
H -0.997 0.541 4.127
H -2.075 0.473 5.630
H -2.233 2.879 3.996
H -3.266 2.381 5.265
H -3.955 2.630 3.667
H -1.708 -2.733 3.156
H -1.454 -1.313 2.645
C 2.173 2.174 3.634
C 2.843 0.877 4.128
C 4.044 0.301 3.403
O 5.113 1.198 3.522
C 6.353 0.753 2.961
N 3.286 1.148 5.477
H 1.478 2.423 4.437
H 1.669 1.977 2.688
H 2.928 2.912 3.363
H 2.088 0.173 4.479
H 3.773 -0.088 2.421
H 4.343 -0.651 3.842
H 6.579 -0.285 3.207
H 7.179 1.222 3.496
H 6.570 0.983 1.918
H 3.445 0.292 5.990
H 4.133 1.635 5.220
C -3.819 4.949 -0.493
C -2.723 3.911 -0.217
C -1.287 4.505 -0.454
O -1.245 5.351 -1.649
C -0.111 6.195 -1.601
N -2.824 3.273 1.091
H -4.110 5.691 0.250
H -4.773 4.423 -0.537
H -3.679 5.547 -1.394
H -2.848 3.181 -1.016
H -0.528 3.739 -0.614
H -0.986 5.090 0.415
H 0.007 6.766 -0.680
H -0.244 7.005 -2.318
H 0.732 5.589 -1.932
H -2.255 2.439 1.071
H -2.516 3.856 1.856
C 2.749 1.382 -1.627
C 3.870 2.402 -1.380
C 3.442 3.803 -0.943
O 4.558 4.672 -0.705
C 5.316 5.154 -1.743
N 4.738 1.769 -0.402
H 3.197 0.401 -1.786
H 2.172 1.746 -2.477
H 2.114 1.366 -0.742
H 4.476 2.516 -2.279
H 2.835 3.950 -0.049
H 2.816 4.185 -1.749
H 5.905 4.375 -2.227
H 5.970 5.955 -1.397
H 4.756 5.629 -2.548
H 4.428 2.014 0.528
H 5.523 2.402 -0.462
C -6.030 1.767 -0.443
C -5.638 0.578 0.539
C -4.846 -0.506 -0.185
O -4.379 -1.466 0.786
C -3.622 -2.507 0.204
N -4.840 1.224 1.560
H -5.191 2.277 -0.915
H -6.595 2.534 0.087
H -6.685 1.447 -1.254
H -6.501 0.286 1.136
H -3.979 -0.250 -0.794
H -5.493 -0.998 -0.911
H -4.156 -2.881 -0.670
H -3.507 -3.262 0.981
H -2.636 -2.106 -0.029
H -5.461 1.800 2.110
H -4.242 1.937 1.167
C -5.740 -5.113 -5.281
C -5.959 -3.647 -5.612
C -4.733 -2.753 -5.607
O -4.228 -2.791 -4.351
C -3.226 -1.779 -4.151
N -6.890 -3.477 -6.725
H -4.977 -5.367 -4.546
H -5.346 -5.600 -6.174
H -6.740 -5.465 -5.027
H -6.509 -3.435 -4.695
H -4.907 -1.724 -5.923
H -3.856 -3.082 -6.163
H -2.396 -1.832 -4.856
H -2.796 -1.782 -3.150
H -3.633 -0.774 -4.261
H -6.347 -3.517 -7.575
H -7.507 -4.275 -6.785
C -0.029 1.265 -5.071
C 1.149 1.286 -6.004
C 2.547 1.561 -5.280
O 2.685 2.783 -4.462
C 3.187 3.926 -5.135
N 1.024 0.070 -6.762
H 0.028 0.652 -4.171
H -0.917 1.054 -5.667
H -0.046 2.229 -4.563
H 1.016 2.030 -6.789
H 3.364 1.438 -5.991
H 2.723 0.672 -4.675
H 4.243 3.807 -5.375
H 3.228 4.808 -4.496
H 2.705 4.009 -6.109
H 0.526 -0.538 -6.127
H 0.426 0.182 -7.568